(P)
{
  "formula": "C3H11NO3",
  "method": "ωB97M-V/def2-TZVPD",
  "symbols": ["C", "N", "C", "C", "O", "H", "H", "H", "H", "H", "H", "H", "H", "H", "O", "H", "H", "O"],
  "xyz": [[-1.015, -0.114, -2.122], [-0.734, 0.022, -0.673], [0.398, 0.880, -0.422], [1.370, 0.081, 0.445], [2.005, 0.526, 1.367], [-2.055, -0.435, -2.231], [-0.863, 0.819, -2.668], [-0.380, -0.894, -2.528], [-1.569, 0.219, -0.156], [0.164, 1.908, -0.138], [1.053, 1.133, -1.275], [1.524, -0.954, 0.093], [-1.545, 1.913, 2.405], [-0.097, 2.240, 1.898], [-1.048, 2.477, 1.813], [-0.324, -3.016, 0.440], [-0.935, -3.095, -0.968], [-0.304, -3.527, -0.383]],
  "smiles": "CNCC=O.O.O",
  "homo_energy_ev": -9.4,
  "orbital_gap_ev": 10.006,
  "lumo_energy_ev": 0.620,
  "total_charge": 0
}

=====

(Q)
{
  "formula": "C3H11NO3",
  "method": "ωB97M-V/def2-TZVPD",
  "symbols": ["C", "N", "C", "C", "O", "H", "H", "H", "H", "H", "H", "H", "H", "H", "O", "H", "H", "O"],
  "xyz": [[-0.963, 0.457, -0.608], [-1.046, 0.329, 0.735], [-0.386, 1.073, 1.817], [0.656, 2.070, 1.324], [-0.306, 1.206, -1.298], [-1.402, -0.437, -1.090], [-1.876, -0.190, 0.989], [-1.149, 1.451, 2.489], [0.174, 0.327, 2.367], [0.958, 2.740, 2.128], [1.559, 1.532, 1.039], [0.334, 2.619, 0.449], [1.262, -0.190, -1.811], [2.363, -1.274, -1.860], [1.644, -0.933, -1.323], [-0.308, -2.577, -0.597], [0.617, -3.437, 0.244], [-0.140, -3.493, -0.351]],
  "smiles": "CCNC=O.O.O",
  "homo_energy_ev": -10.0,
  "orbital_gap_ev": 10.674,
  "lumo_energy_ev": 0.629,
  "total_charge": 0
}

=====

(R)
{
  "formula": "C3H11NO3",
  "method": "ωB97M-V/def2-TZVPD",
  "symbols": ["C", "N", "C", "C", "O", "H", "H", "H", "H", "H", "H", "H", "H", "H", "O", "H", "H", "O"],
  "xyz": [[-0.068, 2.237, -0.364], [0.241, 0.842, 0.085], [0.205, 0.024, -1.039], [1.309, 0.283, -2.034], [1.150, 0.569, -3.189], [-0.171, 2.670, 0.690], [0.491, 2.630, -1.195], [-1.138, 2.296, -0.666], [1.239, 0.708, 0.498], [-0.715, 0.041, -1.765], [0.203, -1.018, -0.673], [2.355, 0.113, -1.689], [-0.500, -2.690, 1.621], [0.969, -2.043, 2.116], [0.134, -2.036, 1.409], [-2.406, -1.604, 1.423], [-1.174, -1.615, 2.499], [-2.123, -1.405, 2.271]],
  "smiles": "CNCC=O.O.O",
  "homo_energy_ev": -8.9,
  "orbital_gap_ev": 9.110,
  "lumo_energy_ev": 0.167,
  "total_charge": 0
}

=====

(S)
{
  "formula": "C3H11NO3",
  "method": "ωB97M-V/def2-TZVPD",
  "symbols": ["C", "O", "C", "C", "O", "N", "H", "H", "H", "H", "H", "H", "H", "H", "H", "H", "H", "O"],
  "xyz": [[-0.616, 0.780, -1.158], [0.005, 1.476, -0.117], [-0.789, -0.712, -0.819], [-1.281, -1.061, 0.616], [-1.459, -2.447, 0.740], [-1.695, -1.217, -1.834], [-1.561, 1.254, -1.471], [0.001, 0.801, -2.063], [0.715, 2.073, -0.317], [0.208, -1.173, -0.825], [-2.175, -0.524, 0.901], [-0.451, -0.771, 1.262], [-2.311, -2.690, 0.403], [-2.609, -0.808, -1.770], [-1.556, -2.141, -2.184], [5.701, 1.678, 2.979], [4.476, 2.894, 2.813], [5.397, 2.589, 2.845]],
  "smiles": "NC(CO)CO.O",
  "homo_energy_ev": -9.0,
  "orbital_gap_ev": 9.534,
  "lumo_energy_ev": 0.557,
  "total_charge": 0
}

=====

Preferred: (Q); penalty for the next structure: 25.1 kcal/mol.

=====

(P)
{
  "formula": "C3H11NO3",
  "method": "ωB97M-V/def2-TZVPD",
  "symbols": ["C", "C", "O", "N", "C", "O", "H", "H", "H", "H", "H", "H", "H", "H", "H", "H", "H", "O"],
  "xyz": [[-0.929, -0.019, -0.705], [-1.934, -0.999, -0.085], [-1.184, -2.201, 0.043], [0.287, 0.070, 0.093], [1.365, 0.852, -0.481], [1.082, 1.190, -1.863], [-1.334, 0.964, -0.872], [-0.772, -0.395, -1.728], [-2.233, -0.590, 0.889], [-2.835, -0.946, -0.723], [-1.826, -2.915, 0.114], [0.547, -0.915, 0.149], [2.275, 0.228, -0.481], [1.468, 1.740, 0.128], [1.968, 1.326, -2.223], [2.085, 0.925, 2.878], [0.762, 0.459, 2.241], [1.207, 1.226, 2.627]],
  "smiles": "OCCNCO.O",
  "homo_energy_ev": -9.1,
  "orbital_gap_ev": 9.851,
  "lumo_energy_ev": 0.764,
  "total_charge": 0
}

=====

(Q)
{
  "formula": "C3H11NO3",
  "method": "ωB97M-V/def2-TZVPD",
  "symbols": ["C", "N", "C", "C", "O", "H", "H", "H", "H", "H", "H", "H", "H", "H", "O", "H", "H", "O"],
  "xyz": [[-1.338, -0.515, -0.796], [-0.732, 0.686, -0.708], [0.005, 1.361, -1.772], [0.564, 2.689, -1.284], [-1.685, -1.163, 0.176], [-1.540, -0.899, -1.803], [-0.332, 0.827, 0.211], [0.829, 0.720, -2.126], [-0.615, 1.497, -2.667], [0.906, 3.251, -2.150], [-0.161, 3.269, -0.713], [1.480, 2.519, -0.723], [0.935, -3.327, 0.755], [-0.202, -2.285, 0.769], [0.761, -2.385, 0.713], [1.621, 0.564, 2.832], [1.351, -0.834, 2.302], [1.627, -0.358, 3.104]],
  "smiles": "CCNC=O.O.O",
  "homo_energy_ev": -10.1,
  "orbital_gap_ev": 10.817,
  "lumo_energy_ev": 0.668,
  "total_charge": 0
}

=====

Preferred: (Q); penalty for the next structure: 31.4 kcal/mol.

=====

(P)
{
  "formula": "C3H11NO3",
  "method": "ωB97M-V/def2-TZVPD",
  "symbols": ["C", "C", "C", "N", "O", "H", "H", "H", "H", "H", "H", "H", "H", "H", "O", "H", "H", "O"],
  "xyz": [[1.941, 1.317, 1.399], [1.120, 0.380, 0.434], [-0.352, 0.318, 0.665], [-0.852, -0.466, 1.659], [-1.133, 0.922, -0.049], [1.544, 1.221, 2.413], [2.957, 0.954, 1.335], [1.725, 2.345, 1.122], [1.650, -0.573, 0.463], [1.297, 0.781, -0.561], [-0.292, -0.990, 2.321], [-1.784, -0.275, 1.939], [-0.586, 0.843, -1.780], [-0.761, -0.312, -2.702], [-0.407, 0.568, -2.696], [0.300, -3.017, -0.884], [-0.846, -2.393, -0.137], [-0.452, -2.399, -0.989]],
  "smiles": "CCC(N)=O.O.O",
  "homo_energy_ev": -10.2,
  "orbital_gap_ev": 10.580,
  "lumo_energy_ev": 0.373,
  "total_charge": 0
}

=====

(Q)
{
  "formula": "C3H11NO3",
  "method": "ωB97M-V/def2-TZVPD",
  "symbols": ["C", "C", "C", "N", "H", "H", "H", "H", "H", "H", "H", "O", "H", "H", "O", "H", "H", "O"],
  "xyz": [[-1.711, -0.357, 1.586], [-2.736, 0.468, 1.435], [0.480, -0.540, 0.786], [-0.373, 0.112, 1.457], [-1.845, -1.332, 2.048], [-2.752, 1.398, 0.874], [-3.749, 0.143, 1.666], [1.505, -0.182, 0.809], [0.154, -1.407, 0.214], [-1.801, 4.278, -3.112], [-1.228, 3.720, -4.504], [-1.111, 4.338, -3.781], [2.618, -3.400, 1.828], [2.561, -1.921, 2.297], [3.144, -2.678, 2.180], [1.969, -0.522, -2.431], [0.596, -1.174, -2.410], [1.520, -1.339, -2.190]],
  "smiles": "C=CN=C.O.O.O",
  "homo_energy_ev": -9.2,
  "orbital_gap_ev": 9.575,
  "lumo_energy_ev": 0.356,
  "total_charge": 0
}

=====

(R)
{
  "formula": "C3H11NO3",
  "method": "ωB97M-V/def2-TZVPD",
  "symbols": ["C", "C", "O", "O", "H", "H", "H", "H", "H", "H", "C", "N", "O", "H", "H", "H", "H", "H"],
  "xyz": [[1.077, -0.109, -0.142], [2.181, 0.716, 0.494], [1.658, -0.624, -1.331], [0.685, -1.200, 0.687], [1.453, -1.777, 0.820], [0.970, -1.058, -1.853], [-0.238, 0.952, 0.502], [3.096, 0.122, 0.583], [2.418, 1.574, -0.134], [1.891, 1.041, 1.491], [-2.106, 0.329, -0.504], [-2.628, -0.706, 0.234], [-1.220, 0.065, -1.392], [-0.112, 0.199, -0.790], [-1.963, -1.433, 0.465], [-3.258, -0.460, 0.981], [-2.832, 1.113, -0.737], [-1.071, 1.256, 0.627]],
  "homo_energy_ev": -8.5,
  "orbital_gap_ev": 9.400,
  "lumo_energy_ev": 0.861,
  "total_charge": 0
}

=====

(S)
{
  "formula": "C3H11NO3",
  "method": "ωB97M-V/def2-TZVPD",
  "symbols": ["C", "O", "C", "C", "O", "N", "H", "H", "H", "H", "H", "H", "H", "H", "H", "H", "H", "O"],
  "xyz": [[-1.217, 0.656, 0.486], [-1.341, 1.101, -0.855], [-1.156, -0.891, 0.504], [0.216, -1.528, 0.117], [0.109, -2.835, -0.334], [-1.575, -1.483, 1.837], [-0.385, 1.091, 0.967], [-2.299, 1.004, 0.871], [-0.343, 1.279, -1.047], [-1.898, -1.187, -0.233], [0.863, -1.624, 0.967], [0.689, -0.943, -0.755], [-0.637, -3.361, 0.185], [-0.862, -1.430, 2.624], [-2.281, -0.912, 2.254], [4.533, 3.115, -2.902], [3.682, 4.404, -2.311], [3.901, 3.543, -2.375]],
  "smiles": "NC(CO)CO.O",
  "homo_energy_ev": -9.5,
  "orbital_gap_ev": 10.185,
  "lumo_energy_ev": 0.691,
  "total_charge": 0
}

=====

Preferred: (P); penalty for the next structure: 58.1 kcal/mol.

=====

(P)
{
  "formula": "C6H7NO",
  "method": "ωB97M-V/def2-TZVPD",
  "symbols": ["C", "C", "C", "C", "C", "C", "H", "H", "H", "H", "H", "H", "H", "N", "O"],
  "xyz": [[-1.487, -0.965, 0.868], [-1.115, -1.221, -0.423], [-0.443, -0.048, -1.089], [2.596, -0.030, 0.375], [-0.810, 1.166, -0.511], [-0.974, 2.205, 0.117], [-2.028, -1.723, 1.456], [-1.207, -0.019, 1.405], [-1.320, -2.207, -0.792], [-0.602, -0.053, -2.213], [3.251, -0.185, -0.496], [3.019, 0.060, 1.424], [-1.190, 3.039, 0.660], [1.320, 0.117, 0.266], [0.990, -0.136, -1.047]],
  "smiles": "C#C[C@H](C=C)ON=C",
  "homo_energy_ev": -9.5,
  "orbital_gap_ev": 10.640,
  "lumo_energy_ev": 1.111,
  "total_charge": 0
}

=====

(Q)
{
  "formula": "C6H7NO",
  "method": "ωB97M-V/def2-TZVPD",
  "symbols": ["C", "C", "C", "C", "C", "C", "H", "H", "H", "H", "H", "H", "H", "N", "O"],
  "xyz": [[1.365, -0.189, -0.085], [0.441, 1.833, -0.131], [-0.523, 0.927, 0.030], [-1.856, 0.386, 0.163], [-1.404, -1.024, -0.107], [-0.042, -0.371, 0.087], [2.175, -2.066, -0.430], [3.015, -0.715, 1.123], [0.912, 2.832, -0.252], [-2.151, 0.624, 1.147], [-2.506, 0.919, -0.556], [-1.906, -2.364, 0.320], [-1.707, -1.069, -1.262], [2.576, -0.782, -0.034], [1.612, 1.061, -0.013]],
  "homo_energy_ev": -7.8,
  "orbital_gap_ev": 8.149,
  "lumo_energy_ev": 0.378,
  "total_charge": 0
}

=====

(R)
{
  "formula": "C6H7NO",
  "method": "ωB97M-V/def2-TZVPD",
  "symbols": ["C", "C", "C", "C", "C", "C", "H", "H", "H", "H", "H", "H", "H", "N", "O"],
  "xyz": [[-1.648, 1.127, 0.061], [-0.207, 0.559, -0.006], [0.927, -1.120, 0.369], [1.934, -0.225, -0.323], [1.222, 0.841, -0.547], [-0.333, -0.897, -0.518], [-2.382, -0.230, -0.603], [-1.955, 1.439, 1.517], [-1.156, 2.267, -0.718], [-0.773, -0.907, 1.455], [1.086, -2.169, 0.428], [3.023, -0.435, -0.372], [1.456, 1.718, -1.336], [0.225, -0.345, 1.269], [-1.420, -1.623, -0.676]],
  "homo_energy_ev": -9.5,
  "orbital_gap_ev": 9.816,
  "lumo_energy_ev": 0.285,
  "total_charge": 0
}

=====

(S)
{
  "formula": "C6H7NO",
  "method": "ωB97M-V/def2-TZVPD",
  "symbols": ["C", "C", "C", "C", "C", "C", "H", "H", "H", "H", "H", "H", "H", "N", "O"],
  "xyz": [[-0.155, -1.512, 0.607], [-0.612, -0.162, 1.247], [0.154, 0.667, 0.445], [0.314, 1.368, -1.659], [-0.055, 0.238, -0.856], [-0.081, -1.132, -0.794], [1.035, -1.594, 1.208], [-0.769, -2.600, 0.520], [-0.061, 0.008, 2.287], [-1.610, -0.080, 1.361], [1.281, 0.600, 0.524], [0.362, 1.795, -2.861], [0.304, -2.136, -1.564], [0.098, 2.416, -0.854], [-0.206, 2.124, 0.388]],
  "smiles": "C1=NO[C@H]2CCC=C12",
  "homo_energy_ev": -8.6,
  "orbital_gap_ev": 8.973,
  "lumo_energy_ev": 0.359,
  "total_charge": 0
}

=====

Preferred: (P); penalty for the next structure: 35.6 kcal/mol.

=====

(P)
{
  "formula": "C3H7ClN2",
  "method": "ωB97M-V/def2-TZVPD",
  "symbols": ["C", "C", "C", "N", "N", "Cl", "H", "H", "H", "H", "H", "H", "H"],
  "xyz": [[-1.452, -1.627, 1.666], [0.358, -0.896, -0.226], [-0.506, 1.225, 0.344], [1.087, 0.090, 1.811], [0.380, 0.177, 0.818], [-2.076, -1.108, 3.142], [-0.527, -2.297, 1.773], [0.829, -0.532, -1.075], [0.960, -1.741, -0.025], [-0.572, -1.311, -0.300], [0.030, 1.955, -0.323], [-1.350, 0.708, -0.189], [-0.857, 1.742, 1.181]],
  "homo_energy_ev": -7.9,
  "orbital_gap_ev": 6.924,
  "lumo_energy_ev": -0.951,
  "total_charge": 0
}

=====

(Q)
{
  "formula": "C3H7ClN2",
  "method": "ωB97M-V/def2-TZVPD",
  "symbols": ["C", "C", "C", "N", "N", "Cl", "H", "H", "H", "H", "H", "H", "H"],
  "xyz": [[-2.497, -0.229, -0.774], [-1.035, -0.102, -0.419], [1.344, 1.289, -0.424], [0.476, 0.186, -1.127], [-3.588, -0.546, -0.647], [1.207, -2.059, 3.149], [-1.179, -1.064, -0.020], [-1.105, 0.664, 0.314], [0.341, 0.623, -2.009], [1.307, 1.206, 0.747], [1.238, 2.318, -0.883], [2.433, 1.084, -0.689], [1.058, -3.370, 2.782]],
  "smiles": "CNCC#N.Cl",
  "homo_energy_ev": -9.9,
  "orbital_gap_ev": 10.425,
  "lumo_energy_ev": 0.497,
  "total_charge": 0
}

=====

Preferred: (Q); penalty for the next structure: 83.3 kcal/mol.

=====

(P)
{
  "formula": "C2H2O2S2",
  "method": "ωB97M-V/def2-TZVPD",
  "symbols": ["C", "C", "H", "H", "O", "O", "S", "S"],
  "xyz": [[0.328, -0.053, -0.109], [-1.174, -0.106, -0.121], [2.049, 1.440, 0.109], [-1.053, -0.839, 1.694], [-1.714, -0.554, 1.021], [-1.815, 0.207, -1.101], [0.755, 1.599, 0.162], [1.264, -1.403, -0.149]],
  "smiles": "O=C(O)C(=S)S",
  "homo_energy_ev": -9.4,
  "orbital_gap_ev": 8.411,
  "lumo_energy_ev": -1.035,
  "total_charge": 0
}

=====

(Q)
{
  "formula": "C2H2O2S2",
  "method": "ωB97M-V/def2-TZVPD",
  "symbols": ["C", "C", "H", "H", "O", "O", "S", "S"],
  "xyz": [[-0.315, -0.768, 0.129], [0.125, 0.748, -0.212], [-0.107, -1.974, 1.469], [2.305, 0.269, 0.819], [0.196, -1.090, 1.300], [-0.573, 1.459, -0.901], [-1.582, -1.428, -0.704], [1.704, 1.357, 0.392]],
  "smiles": "O=C(S)C(O)=S",
  "homo_energy_ev": -9.5,
  "orbital_gap_ev": 8.561,
  "lumo_energy_ev": -0.972,
  "total_charge": 0
}

=====

Preferred: (P); penalty for the next structure: 8.7 kcal/mol.